{
  "formula": "C3H6NO2",
  "method": "ωB97M-V with the def2-TZVPD basis set",
  "symbols": ["C", "C", "O", "N", "C", "O", "H", "H", "H", "H", "H", "H"],
  "positions_angstrom": [[0.163, -1.391, -0.731], [0.792, -0.018, -0.798], [1.573, 0.288, -1.705], [0.476, 0.811, 0.210], [-0.819, 0.883, 1.158], [-1.288, -0.232, 1.579], [-0.252, -1.671, -1.703], [0.976, -2.084, -0.504], [-0.600, -1.464, 0.023], [0.861, 1.739, 0.052], [-1.490, 1.520, 0.523], [-0.392, 1.619, 1.895]],
  "atomic_forces_ev_per_a": [[0.4, -0.3, -0.5], [-0.6, 0.0, 0.4], [0.2, 0.0, -0.2], [0.0, 0.3, -0.1], [0.5, 0.6, -0.4], [-0.2, -0.2, 0.3], [0.2, 0.1, -0.1], [0.0, -0.1, 0.0], [-0.2, 0.1, 0.5], [0.1, -0.1, 0.0], [-0.2, -0.1, -0.1], [-0.1, -0.2, 0.3]],
  "lowdin_charge": [-0.03, -0.61, -0.06, 0.06, -0.52, -0.27, 0.07, 0.07, 0.04, 0.10, 0.07, 0.07],
  "e_tot_ev": -8793.9390,
  "relative_energy_kj_mol": 123.3,
  "homo_ev": -3.21,
  "charge": -1,
  "gap_ev": 7.606,
  "lumo_energy_ha": 0.1617
}